1.
DFT (ωB97M-V/def2-TZVPD) results for a structure of composition C4H9NO.

Largest force on an atom   0.41 eV/Å
E_HOMO   -8.6416 eV
Energy relative to the best compared isomer or geometry (same formula, charge and spin)   115.3 kcal/mol
Frontier orbital gap   9.08 eV

Geometry (Å):
C (-0.228, -1.528, 0.634)
C (0.668, -0.638, -0.215)
C (0.292, 1.349, 0.574)
N (-0.760, 1.777, -0.126)
C (-0.241, 0.654, -1.252)
O (0.412, 1.052, -2.193)
H (0.147, -2.557, 0.666)
H (-0.300, -1.178, 1.670)
H (-1.251, -1.575, 0.233)
H (0.929, -1.136, -1.157)
H (1.634, -0.446, 0.262)
H (1.258, 1.719, 0.239)
H (0.222, 1.008, 1.609)
H (-1.638, 1.468, 0.293)
H (-1.145, 0.031, -1.237)

2.
DFT (ωB97M-V/def2-TZVPD) results for the molecule C4H9NO.

Largest force on an atom   0.98 eV/Å
E_HOMO   -8.1030 eV
Energy relative to the best compared isomer or geometry (same formula, charge and spin)   89.0 kcal/mol
Frontier orbital gap   8.83 eV

Geometry (Å):
C (1.062, 0.997, 1.163)
C (1.287, 1.217, -0.319)
N (0.556, 0.389, -1.062)
C (-0.872, 0.213, -0.748)
C (-1.234, -0.965, 0.173)
O (-0.239, -1.958, 0.253)
H (0.763, -0.027, 1.437)
H (2.074, 1.167, 1.527)
H (0.428, 1.712, 1.706)
H (-1.162, 1.157, -0.278)
H (0.751, 0.440, -2.056)
H (-1.392, 0.173, -1.706)
H (-2.158, -1.422, -0.200)
H (-1.446, -0.574, 1.177)
H (0.548, -1.621, -0.196)

3.
DFT (ωB97M-V/def2-TZVPD) results for a structure of composition C4H9NO.

Largest force on an atom   0.39 eV/Å
E_HOMO   -8.5570 eV
Energy relative to the best compared isomer or geometry (same formula, charge and spin)   120.6 kcal/mol
Frontier orbital gap   9.53 eV

Geometry (Å):
C (2.178, 0.549, -0.051)
O (0.774, 0.504, 0.017)
C (0.285, -0.813, 0.222)
C (-1.213, -0.901, 0.317)
C (-1.916, 0.378, 0.522)
N (-1.911, 0.118, -0.927)
H (2.558, 0.022, -0.941)
H (2.635, 0.093, 0.841)
H (2.474, 1.600, -0.103)
H (0.683, -1.218, 1.169)
H (0.651, -1.472, -0.583)
H (-1.877, -1.044, -0.864)
H (-1.318, 1.252, 0.772)
H (-2.913, 0.383, 0.960)
H (-1.090, 0.550, -1.352)

4.
DFT (ωB97M-V/def2-TZVPD) results for the molecule C4H9NO at a distorted geometry.

SMILES   CN(C)CC=O
Largest force on an atom   3.06 eV/Å
E_HOMO   -8.8630 eV
Energy relative to the best compared isomer or geometry (same formula, charge and spin)   63.5 kcal/mol
Frontier orbital gap   9.86 eV

Geometry (Å):
C (0.723, 1.290, -0.535)
N (0.496, -0.066, -0.071)
C (1.045, -1.042, -1.013)
C (-0.874, -0.341, 0.370)
C (-1.202, -0.188, 1.823)
O (-2.378, 0.065, 2.013)
H (0.182, 1.499, -1.474)
H (1.794, 1.463, -0.710)
H (0.387, 1.998, 0.227)
H (2.105, -0.828, -1.214)
H (0.997, -2.053, -0.593)
H (0.519, -1.039, -1.983)
H (-1.186, -1.325, 0.010)
H (-1.896, 0.201, 0.232)
H (-0.487, -0.224, 2.660)

5.
DFT (ωB97M-V/def2-TZVPD) results for the molecule C4H9NO at a distorted geometry.

SMILES   CCNC(C)=O
Largest force on an atom   2.83 eV/Å
E_HOMO   -9.7059 eV
Energy relative to the best compared isomer or geometry (same formula, charge and spin)   26.5 kcal/mol
Frontier orbital gap   10.60 eV

Geometry (Å):
C (0.066, -1.888, -1.072)
C (1.069, -1.042, -0.287)
N (0.546, 0.300, 0.048)
C (-0.317, 0.629, 1.033)
C (-0.825, 2.128, 0.724)
O (-0.711, -0.020, 1.977)
H (0.481, -2.865, -1.354)
H (-0.223, -1.366, -1.989)
H (-0.832, -2.062, -0.472)
H (1.333, -1.558, 0.648)
H (2.005, -0.941, -0.850)
H (0.385, 1.169, -0.466)
H (-0.427, 2.792, -0.087)
H (-0.660, 2.684, 1.641)
H (-1.890, 2.040, 0.506)

6.
DFT (ωB97M-V/def2-TZVPD) results for a cluster of 2 separate species, C4H9NO in total at a distorted geometry.

SMILES   C=N/C=C/C.O
Largest force on an atom   1.85 eV/Å
E_HOMO   -9.2693 eV
Energy relative to the best compared isomer or geometry (same formula, charge and spin)   60.3 kcal/mol
Frontier orbital gap   10.16 eV

Geometry (Å):
C (1.887, 0.679, -1.379)
N (1.503, -0.176, -0.537)
C (0.176, -0.672, -0.704)
C (-0.925, -0.063, -0.309)
C (-2.348, -0.559, -0.502)
H (1.177, 1.208, -2.023)
H (2.937, 0.939, -1.496)
H (0.226, -1.633, -1.199)
H (-0.941, 0.736, 0.414)
H (-2.347, -1.256, -1.341)
H (-2.947, 0.278, -0.840)
H (-2.727, -1.029, 0.404)
O (0.116, 0.613, 2.815)
H (-0.516, 0.564, 2.096)
H (1.005, 0.625, 2.437)

7.
DFT (ωB97M-V/def2-TZVPD) results for a cluster of 2 separate species, C4H9NO in total at a distorted geometry.

SMILES   C[NH2+][O-].C#CC
Largest force on an atom   4.45 eV/Å
E_HOMO   -8.8167 eV
Energy relative to the best compared isomer or geometry (same formula, charge and spin)   142.6 kcal/mol
Frontier orbital gap   9.44 eV

Geometry (Å):
C (-2.566, 0.807, 0.031)
N (-1.186, 0.235, 0.189)
O (-0.899, -1.008, -0.313)
H (-3.133, -0.154, 0.018)
H (-2.718, 1.546, 0.747)
H (-2.869, 1.155, -0.973)
H (-1.185, 0.229, 1.183)
H (-0.443, 0.935, -0.026)
C (2.429, 1.036, -0.699)
C (2.231, -0.087, -0.362)
C (2.042, -1.464, 0.087)
H (2.416, 2.054, -0.746)
H (1.614, -1.410, 1.118)
H (1.205, -1.862, -0.536)
H (3.061, -2.012, 0.282)

8.
DFT (ωB97M-V/def2-TZVPD) results for a structure of composition C4H9NO at a distorted geometry.

Largest force on an atom   2.21 eV/Å
E_HOMO   -8.4495 eV
Energy relative to the best compared isomer or geometry (same formula, charge and spin)   73.0 kcal/mol
Frontier orbital gap   9.19 eV

Geometry (Å):
C (-0.495, -2.327, 1.108)
C (0.051, 0.294, 0.056)
C (0.218, -0.148, -1.382)
C (0.133, 1.802, 0.186)
N (0.066, -0.434, 1.090)
O (-1.353, -2.447, 0.260)
H (-0.920, -2.302, 2.124)
H (0.657, -2.593, 1.158)
H (-0.337, -1.064, -1.588)
H (1.188, -0.497, -1.564)
H (0.090, 0.744, -1.986)
H (1.139, 2.208, 0.491)
H (-0.676, 2.314, 0.804)
H (-0.053, 2.305, -0.748)
H (-0.091, 0.011, 1.988)